w | Formula: C4H6N2O
Source: the Open Molecules 2025 dataset
Level of theory: ωB97M-V/def2-TZVPD

Output
HOMO energy: -8.54 eV
M: 98.1 g mol⁻¹
HOMO-LUMO gap: 9.3 eV

Structure (ORCA input):
```
! RIJCOSX wB97M-V def2-TZVPD def2/J DEFGRID3
* xyz 0 1
C 0.73211 2.01156 0.11685
O -0.43954 1.30787 -0.24362
C -0.37514 -0.02156 -0.09630
C 0.56238 -0.90838 0.30539
N -0.09914 -2.16691 0.26308
C -1.39325 -2.07170 -0.20431
N -1.52472 -0.73898 -0.38660
H 0.95486 1.86270 1.18017
H 0.52043 3.06379 -0.07434
H 1.58805 1.68634 -0.48778
H 1.54443 -0.73729 0.73134
H 0.26141 -2.94521 -0.26845
H -2.33190 -0.34220 -0.83543
*
```

Charges computed using Löwdin, reported in e:
1 C -0.0726
2 O -0.0560
3 C -0.3657
4 C -0.0534
5 N -0.0407
6 C -0.1141
7 N 0.0611
8 H 0.0989
9 H 0.0937
10 H 0.0985
11 H 0.1090
12 H 0.1077
13 H 0.1335


x | Formula: C4H6N2O
Source: the Open Molecules 2025 dataset
Level of theory: ωB97M-V/def2-TZVPD

Output
HOMO energy: -8.69 eV
M: 98.1 g mol⁻¹
HOMO-LUMO gap: 9.6 eV

Structure (ORCA input):
```
! RIJCOSX wB97M-V def2-TZVPD def2/J DEFGRID3
* xyz 0 1
C -1.57116 3.13493 -0.78639
C 0.79329 -0.15770 1.25018
C 0.39227 -0.52720 -0.18430
C -0.15953 -1.77388 -0.70016
N 0.58273 1.21407 0.74097
N 0.28254 0.72391 -0.59417
O -2.18728 2.63023 -1.58224
H 1.16277 1.95112 0.89644
H -0.06151 -0.39993 1.97689
H 1.83753 -0.38592 1.42326
H -1.20211 -1.64929 -1.11259
H -0.21991 -2.43361 0.18400
H 0.35036 -2.32672 -1.51191
*
```

Charges computed using Löwdin, reported in e:
1 C -0.0409
2 C -0.1224
3 C -0.3616
4 C -0.0638
5 N -0.0698
6 N 0.0939
7 O 0.0076
8 H 0.0556
9 H 0.1401
10 H 0.1065
11 H 0.0961
12 H 0.0791
13 H 0.0795


y | Formula: C4H6N2O
Source: the Open Molecules 2025 dataset
Level of theory: ωB97M-V/def2-TZVPD

Output
HOMO energy: -8.31 eV
M: 98.1 g mol⁻¹
HOMO-LUMO gap: 9.0 eV

Structure (ORCA input):
```
! RIJCOSX wB97M-V def2-TZVPD def2/J DEFGRID3
* xyz 0 1
C 0.74778 0.55896 -1.52099
C -0.46541 -0.65421 0.60379
C 0.39735 0.40249 -0.08869
N -1.77591 -0.87940 0.34877
C 0.90802 0.78321 1.08923
O 0.26886 -1.49400 1.32823
N 0.19472 -0.04528 2.02660
H -2.17829 -0.51028 -0.49847
H -2.26210 -1.47806 1.00099
H 1.63849 1.51495 1.39916
H 1.22108 -0.34393 -1.91701
H -0.14133 0.76010 -2.12367
H 1.44674 1.38544 -1.64795
*
```

Charges computed using Löwdin, reported in e:
1 C -0.0535
2 C -0.5305
3 C -0.1947
4 N 0.1849
5 C -0.0866
6 O 0.0085
7 N 0.1043
8 H 0.1066
9 H 0.1151
10 H 0.1069
11 H 0.0860
12 H 0.0733
13 H 0.0798


w is favored, and the nearest alternative lies 0.0352 hartree above it.


w | Formula: C4H6N2O
Source: the Open Molecules 2025 dataset
Level of theory: ωB97M-V/def2-TZVPD

Output
HOMO energy: -9.90 eV
M: 98.1 g mol⁻¹
HOMO-LUMO gap: 9.9 eV

Structure (ORCA input):
```
! RIJCOSX wB97M-V def2-TZVPD def2/J DEFGRID3
* xyz 0 1
C -2.30551 -0.19329 0.34996
C -0.10411 -1.12181 -0.02750
C 0.68437 1.13878 -0.04098
C 1.66722 -0.00997 -0.30071
H -2.18953 -0.48000 1.77411
H 0.41800 -1.95391 -0.45972
H 1.06910 2.26622 0.42313
H 0.09814 1.42383 -0.79185
H 1.73016 -0.71706 -1.20663
H 2.53557 -0.00800 0.17666
N -1.37586 -1.01652 -0.28545
N 0.68967 -0.08989 0.69468
O -2.91722 0.76161 -0.30570
*
```

Charges computed using Löwdin, reported in e:
1 C -0.2904
2 C -0.1485
3 C -0.1005
4 C -0.1866
5 H 0.2185
6 H 0.1148
7 H 0.1837
8 H 0.0424
9 H 0.1441
10 H 0.0528
11 N 0.0751
12 N -0.0401
13 O -0.0653


x | Formula: C4H6N2O
Source: the Open Molecules 2025 dataset
Level of theory: ωB97M-V/def2-TZVPD

Output
HOMO energy: -8.28 eV
M: 98.1 g mol⁻¹
HOMO-LUMO gap: 8.0 eV
SMILES: NN=C=C=O.C=C

Structure (ORCA input):
```
! RIJCOSX wB97M-V def2-TZVPD def2/J DEFGRID3
* xyz 0 1
N -0.73100 1.28980 0.87115
N -1.60220 1.15463 -0.06145
C -2.78390 0.66192 0.13016
C -3.77123 -0.03481 -0.26492
O -4.54314 -0.88572 -0.55821
H -0.98263 0.90498 1.74999
H 0.22189 1.38422 0.50622
C 0.48524 -0.96790 -0.58307
C 0.59647 -1.39116 0.69498
H 1.41116 -0.61825 -1.13138
H -0.44811 -0.96868 -1.11487
H -0.24654 -1.92868 1.08500
H 1.53804 -1.53888 1.16260
*
```

Charges computed using Löwdin, reported in e:
1 N 0.0461
2 N -0.0489
3 C -0.1019
4 C -0.2332
5 O 0.1002
6 H 0.1000
7 H 0.1173
8 C -0.0893
9 C -0.0838
10 H 0.0742
11 H 0.0376
12 H 0.0460
13 H 0.0357


y | Formula: C4H6N2O
Source: the Open Molecules 2025 dataset
Level of theory: ωB97M-V/def2-TZVPD

Output
HOMO energy: -8.35 eV
M: 98.1 g mol⁻¹
HOMO-LUMO gap: 9.1 eV

Structure (ORCA input):
```
! RIJCOSX wB97M-V def2-TZVPD def2/J DEFGRID3
* xyz 0 1
N -1.83969 0.56374 -0.12260
C -0.45332 0.26092 0.02405
C -0.03266 -1.06820 0.13117
O -0.83966 -2.14347 0.05692
N 1.29444 -1.19354 0.26381
C 1.78036 0.17821 0.13325
C 0.69641 1.05220 0.01321
H -1.99805 1.25946 -0.84328
H -2.22866 0.93143 0.73994
H -1.72291 -1.77818 -0.12622
H 1.85607 -0.75673 -0.75955
H 2.79792 0.38373 0.44181
H 0.75303 2.13145 -0.06782
*
```

Charges computed using Löwdin, reported in e:
1 N 0.0711
2 C -0.2783
3 C -0.3949
4 O 0.0788
5 N 0.0720
6 C -0.1998
7 C -0.0277
8 H 0.0821
9 H 0.0868
10 H 0.1006
11 H 0.1883
12 H 0.1151
13 H 0.1060


y is favored, and the nearest alternative lies 0.0918 hartree above it.


w | Formula: C4H6N2O
Source: the Open Molecules 2025 dataset
Level of theory: ωB97M-V/def2-TZVPD

Output
HOMO energy: -6.97 eV
M: 98.1 g mol⁻¹
HOMO-LUMO gap: 6.9 eV

Structure (ORCA input):
```
! RIJCOSX wB97M-V def2-TZVPD def2/J DEFGRID3
* xyz 0 1
N -1.74943 0.21344 0.60224
C -0.75807 -0.10855 -0.50374
C 0.02513 1.06604 -0.81900
C 1.40605 0.91397 -0.70639
C 1.41924 -0.38626 -0.16211
O 2.50831 -1.11171 0.12620
N 0.21454 -0.97878 0.07874
H -2.35845 -0.57417 0.82565
H -2.33854 0.99448 0.31118
H -0.47736 1.98685 -1.13760
H -1.25326 0.48742 1.46339
H 3.23340 -0.51588 -0.12601
H 0.12842 -1.98684 0.04744
*
```

Charges computed using Löwdin, reported in e:
1 N 0.1487
2 C -0.3251
3 C -0.1837
4 C -0.0631
5 C -0.4597
6 O 0.0589
7 N 0.0585
8 H 0.1431
9 H 0.1474
10 H 0.0736
11 H 0.1552
12 H 0.1055
13 H 0.1407


x | Formula: C4H6N2O
Source: the Open Molecules 2025 dataset
Level of theory: ωB97M-V/def2-TZVPD

Output
HOMO energy: -9.25 eV
M: 98.1 g mol⁻¹
HOMO-LUMO gap: 10.0 eV
SMILES: c1cn[nH]c1.C=O

Structure (ORCA input):
```
! RIJCOSX wB97M-V def2-TZVPD def2/J DEFGRID3
* xyz 0 1
C 0.68730 -0.54948 0.32081
C 0.08763 0.65672 -0.12183
N 0.97202 1.48586 -0.64786
N 2.13134 0.82776 -0.56625
C 2.01057 -0.39799 -0.00480
H 0.24096 -1.41424 0.78532
H -0.94185 0.98154 -0.14771
H 2.95198 1.26132 -0.94856
H 2.84302 -1.08002 0.08372
C -2.74948 -0.43770 0.31428
O -1.97213 -1.34299 0.18459
H -3.79983 -0.53069 -0.00216
H -2.46154 0.53995 0.75047
*
```

Charges computed using Löwdin, reported in e:
1 C -0.0823
2 C -0.1852
3 N 0.0197
4 N -0.0526
5 C -0.1143
6 H 0.0826
7 H 0.0589
8 H 0.1437
9 H 0.1096
10 C -0.1332
11 O -0.0088
12 H 0.0850
13 H 0.0768


x is favored, and the nearest alternative lies 0.0988 hartree above it.


w | Formula: C5H6N2
Source: the Open Molecules 2025 dataset
Level of theory: ωB97M-V/def2-TZVPD

Output
HOMO energy: -9.96 eV
M: 94.1 g mol⁻¹
HOMO-LUMO gap: 10.9 eV
SMILES: N#C[C@H]1C[C@H]2CN21

Structure (ORCA input):
```
! RIJCOSX wB97M-V def2-TZVPD def2/J DEFGRID3
* xyz 0 1
N 2.56422 -1.15591 0.97108
C 1.59820 -0.52976 0.86637
C 0.63940 0.52815 0.54594
C 0.31178 0.59434 -0.96942
C -1.11361 0.34305 -0.52718
C -1.14742 -0.90157 0.28479
N -0.79929 0.36341 0.93669
H 1.05519 1.43849 0.97424
H 0.72665 -0.20166 -1.59431
H 0.52710 1.56511 -1.41610
H -1.97215 0.90341 -0.90010
H -0.28416 -1.59697 0.29091
H -2.10592 -1.35008 0.53709
*
```

Charges computed using Löwdin, reported in e:
1 N 0.1624
2 C -0.1927
3 C -0.2928
4 C -0.0785
5 C -0.2271
6 C -0.1058
7 N 0.0051
8 H 0.1465
9 H 0.1164
10 H 0.1117
11 H 0.1355
12 H 0.1094
13 H 0.1099


x | Formula: C5H6N2
Source: the Open Molecules 2025 dataset
Level of theory: ωB97M-V/def2-TZVPD

Output
HOMO energy: -8.36 eV
M: 94.1 g mol⁻¹
HOMO-LUMO gap: 9.1 eV

Structure (ORCA input):
```
! RIJCOSX wB97M-V def2-TZVPD def2/J DEFGRID3
* xyz 0 1
N 1.72807 2.62439 0.20588
C 1.13850 1.62668 0.15075
C 1.31519 -0.94292 -0.23963
C 0.09305 -0.50165 -0.94300
C -1.15414 -0.89127 -0.12700
C -0.72184 0.11575 0.95791
N 0.50121 0.44060 0.17190
H 2.15807 -0.49381 -0.79816
H 0.00565 -0.10485 -1.95567
H -2.11715 -0.66129 -0.58574
H -1.11182 -1.93308 0.19085
H -1.37206 0.99143 1.02816
H -0.46272 -0.27000 1.94375
*
```

Charges computed using Löwdin, reported in e:
1 N 0.1735
2 C -0.2330
3 C 0.0338
4 C -0.2583
5 C -0.1080
6 C -0.0812
7 N -0.1786
8 H 0.0419
9 H 0.1440
10 H 0.1064
11 H 0.1092
12 H 0.1261
13 H 0.1241


y | Formula: C5H6N2
Source: the Open Molecules 2025 dataset
Level of theory: ωB97M-V/def2-TZVPD

Output
HOMO energy: -10.03 eV
M: 94.1 g mol⁻¹
HOMO-LUMO gap: 10.0 eV
SMILES: C=CC/N=C\C#N

Structure (ORCA input):
```
! RIJCOSX wB97M-V def2-TZVPD def2/J DEFGRID3
* xyz 0 1
C -0.24176 0.39220 -2.00200
C -1.06623 0.28560 -0.96887
C -0.78974 -0.61783 0.20846
N -0.53313 0.34939 1.23843
C 0.64593 0.49437 1.66079
C 1.77744 -0.40238 1.47142
N 2.72884 -1.06201 1.44815
H -0.51294 0.84448 -2.94635
H 0.76654 0.01036 -1.97275
H -1.95943 0.90175 -0.88492
H 0.04090 -1.32116 0.00418
H -1.68885 -1.19315 0.46446
H 0.88678 1.34611 2.26328
*
```

Charges computed using Löwdin, reported in e:
1 C 0.0128
2 C -0.1755
3 C -0.2412
4 N 0.0474
5 C -0.1636
6 C -0.1897
7 N 0.1577
8 H 0.0540
9 H 0.0579
10 H 0.1028
11 H 0.1111
12 H 0.1216
13 H 0.1048


z | Formula: C5H6N2
Source: the Open Molecules 2025 dataset
Level of theory: ωB97M-V/def2-TZVPD

Output
HOMO energy: -10.46 eV
M: 94.1 g mol⁻¹
HOMO-LUMO gap: 11.4 eV
SMILES: C=C[C@H](C#N)N=C

Structure (ORCA input):
```
! RIJCOSX wB97M-V def2-TZVPD def2/J DEFGRID3
* xyz 0 1
C 1.78411 -0.65186 0.63961
C 1.28372 0.48276 0.16988
C -0.19595 0.81904 0.14616
C -0.94423 0.07689 1.18542
N -1.55832 -0.51118 1.97019
N -0.68131 0.62626 -1.21916
C -1.51628 -0.29239 -1.46162
H 1.15058 -1.41424 1.08729
H 2.84883 -0.85977 0.59167
H 1.92610 1.23288 -0.28336
H -0.32152 1.88535 0.37051
H -1.83964 -0.42899 -2.49418
H -1.93610 -0.96475 -0.70241
*
```

Charges computed using Löwdin, reported in e:
1 C 0.0261
2 C -0.1363
3 C -0.3600
4 C -0.2098
5 N 0.1687
6 N 0.0169
7 C -0.0286
8 H 0.0638
9 H 0.0613
10 H 0.1039
11 H 0.1446
12 H 0.0746
13 H 0.0747


z is favored, and the nearest alternative lies 0.0106 hartree above it.


w | Formula: C7H6
Source: the Open Molecules 2025 dataset
Level of theory: ωB97M-V/def2-TZVPD

Output
<S²>: 2.01
HOMO energy (spin up / spin down): -6.12 / -9.25 eV
M: 90.1 g mol⁻¹
HOMO-LUMO gap (spin up / spin down): 7.2 / 6.6 eV

Structure (ORCA input):
```
! RIJCOSX wB97M-V def2-TZVPD def2/J DEFGRID3
* xyz 0 3
C -1.80021 -0.41716 -0.34663
C -1.54057 0.96491 -0.16212
C -0.52249 -1.17551 -0.46581
C -0.66786 -0.92756 0.88297
C -0.19217 1.09051 0.09795
C 0.52242 -0.15092 -0.07079
C 1.96956 -0.51750 -0.01653
H -2.72122 -0.87009 -0.26407
H -2.26018 1.83035 -0.00322
H 0.09029 2.20124 0.38613
H 2.40530 -1.04230 -0.96518
H 2.10431 -1.25680 0.70386
H 2.61279 0.27084 0.22345
*
```

Charges computed using Löwdin, reported in e:
1 C -0.1188
2 C -0.0993
3 C -0.1467
4 C 0.1712
5 C -0.0635
6 C -0.3199
7 C -0.0356
8 H 0.0893
9 H 0.1323
10 H 0.1559
11 H 0.1270
12 H 0.0532
13 H 0.0549


x | Formula: C7H6
Source: the Open Molecules 2025 dataset
Level of theory: ωB97M-V/def2-TZVPD

Output
<S²>: 2.02
HOMO energy (spin up / spin down): -5.72 / -8.76 eV
M: 90.1 g mol⁻¹
HOMO-LUMO gap (spin up / spin down): 6.3 / 7.0 eV

Structure (ORCA input):
```
! RIJCOSX wB97M-V def2-TZVPD def2/J DEFGRID3
* xyz 0 3
C 0.39686 0.18791 2.19210
C 1.18904 1.23553 2.08214
C 0.88312 -1.72722 0.79000
C 0.41458 -1.20759 1.89283
C 1.13703 1.01487 0.55269
C 0.40266 -0.37600 0.41645
C -1.00916 -0.20248 -0.21069
H 0.90554 -2.73608 0.32475
H 0.73667 1.92770 0.11911
H 2.22375 1.06761 0.20671
H -0.97542 0.16816 -1.20902
H -1.37278 0.61982 0.56784
H -1.69328 -1.02566 -0.02839
*
```

Charges computed using Löwdin, reported in e:
1 C -0.1599
2 C 0.0773
3 C 0.0031
4 C 0.0023
5 C -0.1624
6 C -0.3402
7 C -0.0273
8 H 0.1170
9 H 0.1052
10 H 0.1178
11 H 0.0642
12 H 0.1259
13 H 0.0772


w is favored, and the nearest alternative lies 0.0787 hartree above it.